Entry 1:
ORCA calculation (ωB97M-V with the def2-TZVPD basis set) on one molecule with the formula C4H10N2O in a non-equilibrium geometry.

Structure (XYZ):
```
17
Properties=species:S:1:pos:R:3:nbo_charge:R:1
C 0.50 0.23 -2.11 -0.4282
N 0.15 -0.25 -0.77 -0.4430
C -0.04 -1.68 -0.65 -0.4164
C 0.40 0.59 0.29 0.6640
O 0.94 1.67 0.13 -0.6228
C -0.13 0.15 1.65 -0.3237
N -1.51 -0.42 1.59 -0.8317
H 0.86 -0.59 -2.72 0.2038
H -0.30 0.87 -2.49 0.2074
H 1.34 0.92 -1.98 0.2337
H -0.87 -1.96 -1.30 0.1974
H -0.36 -1.98 0.34 0.2370
H 0.85 -2.23 -0.94 0.1875
H 0.54 -0.61 2.06 0.2019
H -0.08 1.07 2.22 0.2149
H -1.89 -0.03 0.73 0.3549
H -2.04 0.03 2.33 0.3632
```

## Properties
structure (SMILES) = CN(C)C(=O)CN
maximum force = 1.64 eV Å⁻¹
energy relative to the best compared isomer or geometry (same formula, charge and spin) = 30.8 kcal/mol
E = -9337.6516 eV
HOMO level = -9.28 eV
gap between HOMO and LUMO = 0.375 hartree

Entry 2:
ORCA calculation (ωB97M-V with the def2-TZVPD basis set) on a 2-piece molecular cluster, C4H10N2O2 overall in a non-equilibrium geometry.

Structure (XYZ):
```
18
Properties=species:S:1:pos:R:3:nbo_charge:R:1
C -1.25 -1.05 -2.53 -1.0726
C -0.78 -1.54 -1.19 0.4788
O -0.41 -0.89 -0.20 -0.7283
N -0.96 -2.90 -1.01 -0.9439
H -1.64 -1.89 -3.07 0.1920
H -0.56 -0.38 -3.04 0.2275
H -0.85 -3.28 -0.12 0.3740
H -1.06 -3.52 -1.78 0.3401
H -2.24 -0.49 -2.35 0.1941
C -0.29 1.05 1.77 -0.7694
C 0.96 1.80 1.32 0.6925
O 1.42 2.77 1.87 -0.6400
N 1.67 1.14 0.29 -0.8692
H 2.23 1.69 -0.31 0.3798
H 0.96 0.46 -0.10 0.4277
H -0.90 1.80 2.24 0.2151
H -0.01 0.48 2.69 0.2261
H -0.98 0.47 1.19 0.2757
```

## Properties
spin multiplicity = 2
net charge = -1
maximum force = 3.78 eV Å⁻¹
energy relative to the best compared isomer or geometry (same formula, charge and spin) = 20.9 kcal/mol
E = -11384.8899 eV
HOMO level (spin up / spin down) = 0.77 / -6.54 eV
gap between HOMO and LUMO (spin up / spin down) = 0.108 / 0.373 hartree

Entry 3:
ORCA calculation (ωB97M-V with the def2-TZVPD basis set) on a 3-piece molecular cluster, C4H10N2O2 overall in a non-equilibrium geometry.

Structure (XYZ):
```
18
Properties=species:S:1:pos:R:3:nbo_charge:R:1
C -0.30 -1.82 2.19 -0.6382
C -1.07 -0.84 1.36 0.0907
C -2.23 -1.11 0.69 -0.2609
N -2.35 -0.05 -0.20 -0.6018
C -1.37 0.82 0.01 -0.0188
N -0.57 0.36 1.00 -0.4963
H 0.76 -1.83 1.95 0.2156
H -0.44 -1.62 3.25 0.2056
H -0.70 -2.79 1.89 0.2036
H -2.72 -2.03 0.45 0.1950
H -3.03 -0.24 -0.95 0.3327
H -1.15 1.57 -0.71 0.1747
H 0.65 2.49 -2.62 0.3422
H 2.19 2.48 -2.69 0.4530
O 1.45 2.27 -2.11 -1.1672
H 4.21 0.37 -0.88 0.4495
H 2.86 0.95 -1.21 0.4968
O 3.79 1.03 -1.42 -0.9763
```

## Properties
spin multiplicity = 2
net charge = -1
maximum force = 2.51 eV Å⁻¹
energy relative to the best compared isomer or geometry (same formula, charge and spin) = 42.8 kcal/mol
E = -11383.9390 eV
HOMO level (spin up / spin down) = 0.99 / -5.27 eV
gap between HOMO and LUMO (spin up / spin down) = 0.096 / 0.321 hartree

Entry 4:
ORCA calculation (ωB97M-V with the def2-TZVPD basis set) on a 2-piece molecular cluster, C4H10N2O2 overall in a non-equilibrium geometry.

Structure (XYZ):
```
18
Properties=species:S:1:pos:R:3:nbo_charge:R:1
C 1.78 -1.03 1.49 -0.7224
C 2.08 -2.13 0.49 0.6575
N 1.71 -3.45 0.76 -0.8158
O 2.74 -1.90 -0.60 -0.6273
H 1.68 -0.01 0.89 0.2848
H 2.80 -0.84 2.05 0.2493
H 1.00 -1.44 2.09 0.2132
H 1.51 -4.17 0.13 0.3981
H 0.99 -3.60 1.40 0.3620
C -2.46 1.65 -0.06 -0.6908
C -1.28 1.70 -1.10 0.6915
N -1.38 2.77 -2.05 -0.8749
O -0.36 0.85 -1.12 -0.6004
H -1.94 1.84 0.87 0.2338
H -2.98 0.74 -0.12 0.2355
H -3.13 2.43 -0.27 0.2052
H -0.77 3.00 -2.89 0.4111
H -1.99 3.59 -1.94 0.3896
```

## Properties
structure (SMILES) = CC(N)=O.CC(N)=O
maximum force = 6.50 eV Å⁻¹
energy relative to the best compared isomer or geometry (same formula, charge and spin) = 51.5 kcal/mol
E = -11384.6706 eV
HOMO level = -9.19 eV
gap between HOMO and LUMO = 0.366 hartree

Entry 5:
ORCA calculation (ωB97M-V with the def2-TZVPD basis set) on a 2-piece molecular cluster, C4H10N2O2 overall in a non-equilibrium geometry.

Structure (XYZ):
```
18
Properties=species:S:1:pos:R:3:nbo_charge:R:1
C 1.64 1.27 -0.09 -0.7258
C 0.90 1.39 1.20 0.6664
N 1.29 2.26 2.14 -0.8096
O -0.08 0.66 1.26 -0.6264
H 1.93 0.25 -0.31 0.2462
H 2.52 1.93 -0.30 0.2144
H 1.05 1.68 -0.90 0.2389
H 0.96 2.42 3.08 0.4120
H 1.93 3.00 1.89 0.3897
C -1.47 -2.37 -0.05 -0.7290
C -1.78 -1.74 -1.40 0.6888
N -0.96 -0.63 -1.69 -0.8626
O -2.61 -2.17 -2.14 -0.6005
H -0.56 -3.00 -0.05 0.2292
H -2.30 -2.96 0.33 0.2344
H -1.21 -1.53 0.61 0.2399
H -0.93 -0.14 -2.57 0.3955
H -0.32 -0.32 -0.98 0.3986
```

## Properties
structure (SMILES) = CC(N)=O.CC(N)=O
maximum force = 2.69 eV Å⁻¹
energy relative to the best compared isomer or geometry (same formula, charge and spin) = 18.8 kcal/mol
E = -11386.0893 eV
HOMO level = -9.41 eV
gap between HOMO and LUMO = 0.365 hartree

Entry 6:
ORCA calculation (ωB97M-V with the def2-TZVPD basis set) on one molecule with the formula C4H10N2O2 in a non-equilibrium geometry.

Structure (XYZ):
```
18
Properties=species:S:1:pos:R:3:nbo_charge:R:1
N -1.90 -1.61 1.09 -0.8903
C -1.49 -0.46 0.29 -0.0482
N -0.11 -0.05 0.65 -0.6805
C 0.78 0.01 -0.56 -0.1719
C 2.18 -0.38 -0.08 0.4267
O 3.10 0.21 -0.59 -0.4955
C 0.57 1.48 -1.13 -0.0709
O 0.54 2.45 -0.11 -0.7273
H -2.10 -2.43 0.54 0.3797
H -2.34 -1.46 1.97 0.3835
H -2.17 0.36 0.59 0.1731
H -1.61 -0.66 -0.77 0.1795
H 0.27 -0.55 1.44 0.3796
H 0.47 -0.69 -1.34 0.1954
H 2.23 -1.23 0.62 0.1205
H 1.52 1.60 -1.66 0.2017
H -0.37 1.43 -1.67 0.1625
H 0.44 1.97 0.73 0.4823
```

## Properties
structure (SMILES) = NCN[C@H](C=O)CO
maximum force = 2.95 eV Å⁻¹
energy relative to the best compared isomer or geometry (same formula, charge and spin) = 74.1 kcal/mol
E = -11383.6901 eV
HOMO level = -9.30 eV
gap between HOMO and LUMO = 0.369 hartree

Entry 7:
ORCA calculation (ωB97M-V with the def2-TZVPD basis set) on a 2-piece molecular cluster, C4H10N2O2 overall in a non-equilibrium geometry.

Structure (XYZ):
```
18
Properties=species:S:1:pos:R:3:nbo_charge:R:1
O 2.38 -0.74 0.57 -0.5592
C 1.59 -0.09 -0.04 0.8076
O 1.89 1.10 -0.70 -0.7288
C 0.12 -0.28 -0.21 -0.1945
C -0.62 0.50 0.84 -0.4397
C -2.16 0.55 0.56 -0.2668
N -2.36 0.37 -0.82 -0.6802
N -0.18 -1.72 -0.18 -0.8003
H 2.84 1.30 -0.74 0.4927
H -0.14 0.05 -1.20 0.2514
H -0.39 0.03 1.80 0.2270
H -0.35 1.56 0.99 0.2248
H -2.57 1.45 1.01 0.1676
H -2.72 -0.25 1.25 0.1567
H -1.45 1.82 -0.60 0.2567
H -3.29 0.53 -1.21 0.3657
H -1.08 -1.83 -0.62 0.3705
H -0.25 -1.95 0.82 0.3488
```

## Properties
maximum force = 4.96 eV Å⁻¹
energy relative to the best compared isomer or geometry (same formula, charge and spin) = 132.8 kcal/mol
E = -11381.1461 eV
HOMO level = -9.53 eV
gap between HOMO and LUMO = 0.322 hartree

Repeat the sixth record exactly.
ORCA calculation (ωB97M-V with the def2-TZVPD basis set) on one molecule with the formula C4H10N2O2 in a non-equilibrium geometry.

Structure (XYZ):
```
18
Properties=species:S:1:pos:R:3:nbo_charge:R:1
N -1.90 -1.61 1.09 -0.8903
C -1.49 -0.46 0.29 -0.0482
N -0.11 -0.05 0.65 -0.6805
C 0.78 0.01 -0.56 -0.1719
C 2.18 -0.38 -0.08 0.4267
O 3.10 0.21 -0.59 -0.4955
C 0.57 1.48 -1.13 -0.0709
O 0.54 2.45 -0.11 -0.7273
H -2.10 -2.43 0.54 0.3797
H -2.34 -1.46 1.97 0.3835
H -2.17 0.36 0.59 0.1731
H -1.61 -0.66 -0.77 0.1795
H 0.27 -0.55 1.44 0.3796
H 0.47 -0.69 -1.34 0.1954
H 2.23 -1.23 0.62 0.1205
H 1.52 1.60 -1.66 0.2017
H -0.37 1.43 -1.67 0.1625
H 0.44 1.97 0.73 0.4823
```

## Properties
structure (SMILES) = NCN[C@H](C=O)CO
maximum force = 2.95 eV Å⁻¹
energy relative to the best compared isomer or geometry (same formula, charge and spin) = 74.1 kcal/mol
E = -11383.6901 eV
HOMO level = -9.30 eV
gap between HOMO and LUMO = 0.369 hartree

Copy entry 7 word for word.
ORCA calculation (ωB97M-V with the def2-TZVPD basis set) on a 2-piece molecular cluster, C4H10N2O2 overall in a non-equilibrium geometry.

Structure (XYZ):
```
18
Properties=species:S:1:pos:R:3:nbo_charge:R:1
O 2.38 -0.74 0.57 -0.5592
C 1.59 -0.09 -0.04 0.8076
O 1.89 1.10 -0.70 -0.7288
C 0.12 -0.28 -0.21 -0.1945
C -0.62 0.50 0.84 -0.4397
C -2.16 0.55 0.56 -0.2668
N -2.36 0.37 -0.82 -0.6802
N -0.18 -1.72 -0.18 -0.8003
H 2.84 1.30 -0.74 0.4927
H -0.14 0.05 -1.20 0.2514
H -0.39 0.03 1.80 0.2270
H -0.35 1.56 0.99 0.2248
H -2.57 1.45 1.01 0.1676
H -2.72 -0.25 1.25 0.1567
H -1.45 1.82 -0.60 0.2567
H -3.29 0.53 -1.21 0.3657
H -1.08 -1.83 -0.62 0.3705
H -0.25 -1.95 0.82 0.3488
```

## Properties
maximum force = 4.96 eV Å⁻¹
energy relative to the best compared isomer or geometry (same formula, charge and spin) = 132.8 kcal/mol
E = -11381.1461 eV
HOMO level = -9.53 eV
gap between HOMO and LUMO = 0.322 hartree